(1)
{
  "formula": "C30H46MnO2P2",
  "method": "the ωB97M-V functional and the def2-TZVPD basis",
  "species": ["Mn", "C", "C", "C", "C", "C", "C", "H", "H", "H", "C", "H", "H", "H", "C", "H", "H", "H", "C", "H", "H", "H", "C", "H", "H", "H", "C", "C", "C", "C", "C", "C", "C", "C", "H", "H", "H", "H", "H", "H", "H", "H", "H", "H", "H", "H", "P", "C", "C", "P", "C", "C", "C", "H", "H", "H", "H", "H", "H", "H", "H", "H", "H", "H", "H", "H", "H", "O", "C", "O", "C", "C", "C", "C", "C", "C", "H", "H", "H", "H", "H"],
  "positions_angstrom": [[-0.69971, -0.09031, 1.12673], [-0.77458, -1.27721, 2.96120], [-0.53764, 0.13309, 3.21244], [-2.68876, -0.11489, 2.34946], [-2.10490, -1.40829, 2.44153], [-1.73418, 0.85064, 2.81246], [0.12816, -2.41085, 3.28983], [1.18289, -2.10884, 3.27849], [0.00331, -3.23900, 2.57811], [-0.09796, -2.81166, 4.28998], [-2.78476, -2.69110, 2.16868], [-2.07073, -3.52076, 2.15403], [-3.26683, -2.64715, 1.18299], [-3.55903, -2.92224, 2.91469], [-4.09499, 0.19155, 2.00247], [-4.76655, 0.09296, 2.86948], [-4.46024, -0.47912, 1.21298], [-4.18745, 1.22111, 1.63471], [-1.99710, 2.30475, 2.97189], [-2.50979, 2.50813, 3.92451], [-2.64760, 2.68522, 2.17214], [-1.07121, 2.89281, 2.96185], [0.65985, 0.72504, 3.86405], [0.49440, 0.81409, 4.95191], [0.87634, 1.73617, 3.47795], [1.55265, 0.09622, 3.71199], [4.84387, -0.26267, -3.18160], [5.39697, -0.31430, -1.96165], [6.31659, 0.70416, -1.35837], [6.22738, 2.14139, -1.93179], [4.86898, 2.77570, -1.85852], [3.85789, 2.68108, -2.73257], [3.88390, 1.96122, -4.04816], [4.93855, 0.83618, -4.19876], [7.36090, 0.36238, -1.47142], [6.65843, 2.15463, -2.93922], [6.14120, 0.75799, -0.27224], [5.93628, 1.28377, -4.26256], [4.27888, -1.13673, -3.53172], [5.28350, -1.23609, -1.37322], [4.75588, 0.37167, -5.18059], [2.88997, 1.53025, -4.24895], [2.95064, 3.27522, -2.55326], [4.05620, 2.69217, -4.85850], [6.89618, 2.76062, -1.31329], [4.73718, 3.42460, -0.98262], [0.97199, -0.95924, -0.16051], [0.91652, -2.49026, -1.11426], [2.62914, -0.81386, 0.59905], [-0.19600, 1.60162, -0.31950], [0.87915, 0.47519, -1.33898], [0.97317, 2.82269, 0.37943], [-1.32606, 2.46802, -1.43032], [-0.10270, -2.64618, -1.49319], [1.17981, -3.32320, -0.44894], [1.62853, -2.46096, -1.94993], [3.42127, -0.67836, -0.15408], [2.81323, -1.74253, 1.15816], [2.65066, 0.02770, 1.30744], [-0.77983, 2.94175, -2.25692], [-1.84999, 3.24447, -0.85705], [-2.06773, 1.76429, -1.83171], [0.36388, 0.18295, -2.26672], [1.86571, 0.90998, -1.57392], [0.37799, 3.63736, 0.81665], [1.63630, 3.23025, -0.39749], [1.58223, 2.36888, 1.17552], [-3.57367, -1.41619, -2.75149], [-3.55636, -1.47850, -1.50729], [-2.57552, -1.30515, -0.71081], [-4.89968, -1.81347, -0.89070], [-5.92017, -0.85396, -0.82555], [-7.08896, -1.13707, -0.11514], [-7.25040, -2.38269, 0.50645], [-6.26020, -3.36703, 0.37118], [-5.09536, -3.07688, -0.34655], [-5.76973, 0.11969, -1.30640], [-7.86820, -0.38036, -0.01423], [-8.15096, -2.59613, 1.08657], [-6.37800, -4.33854, 0.85480], [-4.30300, -3.82787, -0.45107]],
  "mulliken_spin": [2.80, -0.15, -0.13, -0.05, -0.09, -0.16, -0.01, 0.00, 0.00, 0.00, 0.00, 0.00, 0.00, -0.01, 0.00, -0.01, 0.00, 0.00, -0.01, 0.00, 0.00, 0.00, 0.01, -0.02, -0.01, 0.00, 0.00, 0.00, 0.00, 0.00, 0.00, 0.00, 0.00, 0.00, 0.00, 0.00, 0.00, 0.00, 0.00, 0.00, 0.00, 0.00, 0.00, 0.00, 0.00, 0.00, -0.05, -0.01, 0.00, -0.05, -0.03, 0.01, -0.01, 0.00, 0.00, 0.00, 0.00, 0.00, -0.01, 0.00, 0.00, 0.00, 0.00, 0.01, 0.00, 0.00, -0.01, 0.70, -0.01, 0.06, 0.11, 0.05, -0.03, 0.10, -0.01, 0.03, 0.00, 0.00, 0.00, 0.00, 0.00],
  "spin_multiplicity": 4,
  "fmax_ha_per_bohr": 0.069,
  "mol_weight_g_mol": 555.58,
  "e_homo_ev": [-13.176, -13.176],
  "e_tot_ha": -3154.281204,
  "charge": 2
}

(2)
{
  "formula": "C30H46N7O3",
  "method": "the ωB97M-V functional and the def2-TZVPD basis",
  "species": ["C", "C", "C", "C", "C", "C", "N", "O", "C", "C", "C", "H", "H", "H", "H", "H", "H", "H", "H", "H", "H", "H", "H", "H", "H", "H", "H", "H", "H", "N", "C", "C", "C", "C", "H", "H", "H", "H", "H", "N", "C", "C", "C", "C", "H", "H", "H", "H", "H", "N", "C", "C", "C", "C", "H", "H", "H", "H", "H", "N", "C", "C", "C", "C", "H", "H", "H", "H", "H", "N", "C", "C", "C", "C", "H", "H", "H", "H", "H", "C", "N", "O", "O", "H", "H", "H"],
  "positions_angstrom": [[0.38124, 1.11016, 2.40714], [0.89808, 0.45137, 1.06292], [1.41727, -0.94034, 1.41013], [2.01171, -1.71427, 0.19662], [1.12643, -1.32624, -1.11018], [-0.22701, -0.70937, -0.78954], [-0.17912, 0.38082, 0.09188], [-0.92404, 1.40410, 0.00325], [-1.25380, -1.77915, -0.30229], [-0.98631, -0.22119, -2.26611], [2.00253, 1.44773, 0.67096], [-0.31406, 0.30975, 2.71603], [0.02046, 2.22751, 2.05859], [1.15648, 1.08564, 3.13838], [0.55588, -1.59097, 1.78766], [2.23802, -1.02818, 2.28660], [2.26215, -2.79585, 0.18220], [2.92096, -1.24537, 0.03751], [1.00146, -2.15797, -1.83705], [1.68146, -0.63389, -1.59232], [-0.85914, -2.42353, 0.40062], [-1.65374, -2.38029, -1.07088], [-2.10409, -1.36513, 0.04689], [-1.97786, 0.25098, -2.18187], [-1.03975, -1.03121, -2.83779], [-0.40382, 0.75044, -2.59674], [2.83474, 1.48859, 1.58267], [1.58817, 2.44542, 0.59743], [2.63133, 1.17352, -0.31607], [-5.21129, 2.17301, -3.16426], [-4.35199, 1.22957, -3.67313], [-3.36498, 2.04993, -4.50582], [-3.66382, 3.46519, -4.29431], [-4.97015, 3.53566, -3.36973], [-6.05642, 1.74964, -2.35615], [-4.20528, 0.21437, -3.44023], [-2.32575, 1.47748, -5.12117], [-3.12677, 4.27715, -4.66949], [-5.66550, 4.23106, -2.77753], [-4.42876, -3.45146, -4.28791], [-3.88260, -3.70887, -3.00914], [-4.97686, -3.40850, -1.99078], [-6.29424, -3.16754, -2.87661], [-5.70096, -3.14892, -4.26516], [-3.88569, -3.65074, -5.09355], [-2.85847, -4.05645, -2.90458], [-4.89790, -3.26724, -0.97929], [-7.40636, -3.01183, -2.52799], [-6.10999, -3.04961, -5.36446], [3.61347, -1.23755, 5.06697], [4.03697, -2.43792, 4.69294], [4.98459, -2.36275, 3.52097], [5.08916, -0.84525, 3.29290], [4.10569, -0.17614, 4.31191], [3.05862, -1.00826, 5.76340], [3.81632, -3.31538, 5.16456], [5.34245, -3.22063, 3.02182], [5.79418, -0.32095, 2.59683], [3.94936, 0.90369, 4.45575], [2.13212, 3.18379, -3.73707], [2.65082, 3.76385, -2.51629], [1.47236, 4.20742, -1.69470], [0.25373, 3.87906, -2.43093], [0.71609, 3.13893, -3.66695], [2.62394, 2.82715, -4.43812], [3.71662, 3.65469, -2.26935], [1.51674, 4.43888, -0.60962], [-0.77459, 4.00775, -1.77248], [-0.00290, 2.81738, -4.51547], [-2.43498, -1.51429, 3.75316], [-2.67267, -2.64870, 3.05224], [-1.49792, -3.60696, 3.30433], [-0.57978, -2.86440, 4.26982], [-1.30488, -1.51710, 4.58109], [-3.41624, -0.89376, 3.90201], [-3.58971, -2.86149, 2.49201], [-1.50850, -4.55665, 2.92626], [0.31863, -3.21327, 4.74998], [-1.00982, -0.76889, 5.30352], [5.83537, 2.79592, 1.56987], [4.92987, 3.11076, 2.70429], [3.91957, 3.68412, 2.45090], [5.30072, 2.68656, 3.82388], [6.72362, 2.66294, 1.84805], [5.95942, 3.78483, 1.16801], [5.50971, 2.15765, 0.75817]],
  "lowdin_charge": [0.01, -0.49, -0.13, -0.11, -0.08, -0.36, 0.01, 0.19, 0.03, 0.06, -0.01, 0.07, 0.16, 0.07, 0.11, 0.16, 0.13, 0.06, 0.15, 0.07, 0.06, 0.08, 0.06, 0.07, 0.02, 0.11, 0.14, 0.05, 0.13, -0.13, -0.17, -0.14, -0.09, -0.08, 0.26, 0.06, 0.16, 0.03, 0.11, -0.06, -0.11, -0.04, -0.04, -0.19, 0.13, 0.08, 0.01, 0.10, 0.14, -0.01, -0.13, -0.03, -0.05, -0.09, 0.08, 0.07, 0.05, 0.07, 0.08, 0.01, -0.08, -0.13, -0.11, -0.13, 0.07, 0.09, 0.08, 0.14, 0.11, -0.09, -0.15, -0.05, -0.04, -0.11, 0.24, 0.10, 0.03, 0.05, 0.08, 0.06, -0.41, 0.08, 0.04, 0.02, 0.11, 0.11],
  "e_above_lowest_kcal_mol": 26.5,
  "fmax_ha_per_bohr": 0.170,
  "mol_weight_g_mol": 552.74,
  "e_homo_ev": -9.730,
  "e_tot_ha": -1778.724858,
  "charge": 1
}